No. 1
{
  "formula": "C15H22N2O3",
  "method": "ωB97M-V/def2-TZVPD",
  "orbital_gap_ev": 7.60,
  "total_charge": 0,
  "multiplicity": 1,
  "species": ["C", "H", "C", "H", "H", "C", "C", "H", "H", "H", "H", "C", "N", "C", "O", "N", "C", "C", "C", "C", "C", "C", "C", "H", "H", "H", "H", "C", "H", "H", "H", "H", "H", "H", "H", "C", "O", "O", "H", "H", "H", "H"],
  "positions_angstrom": [[4.45860, -1.75616, 0.85547], [5.47061, -1.37848, 0.31390], [3.94310, -0.62038, 1.66099], [4.50440, -0.59043, 2.51401], [2.85850, -1.25599, 1.92777], [3.50811, 0.56406, 1.07357], [2.92662, 1.52069, 2.20756], [3.65052, 1.72726, 2.78382], [2.88048, 2.66392, 1.50778], [2.06659, 1.29429, 2.36514], [4.46122, 1.21444, 0.65420], [2.49786, 0.67018, -0.28803], [1.41180, -0.33140, -0.01498], [0.19181, 0.55329, -0.03674], [0.06802, 1.64122, -0.40170], [-0.94585, -0.44211, 0.18241], [-2.21483, -0.31078, 0.06503], [-2.78844, 1.07774, -0.10912], [-4.01092, 1.45935, -0.29123], [-5.04134, 0.35515, 0.05391], [-4.54672, -0.97267, 0.04724], [-3.25799, -1.12538, 0.33522], [-2.65131, -2.50936, 0.45724], [-2.11198, -2.64260, 1.48608], [-3.49019, -3.13228, 0.26138], [-1.95725, -2.94349, -0.45021], [-5.17761, -1.97735, 0.26486], [-6.45692, 0.69070, -0.13516], [-6.80462, 1.54839, -0.10765], [-6.92423, 0.13022, 0.88537], [-6.92627, 0.09468, -0.98653], [-4.51319, 2.33063, -0.51237], [-2.03253, 1.98971, -0.29767], [-0.66089, -1.50365, 0.19995], [1.41425, -1.22033, 0.06395], [3.35112, 0.27119, -1.39066], [4.41820, 0.44121, -1.97062], [2.58260, -0.81308, -1.84437], [3.03222, -1.03828, -2.90760], [2.16400, 1.72856, -0.32666], [3.80789, -2.12426, 0.13374], [4.52090, -2.57790, 1.57609]]
}

***

No. 2
{
  "formula": "C15H22N2O3",
  "method": "ωB97M-V/def2-TZVPD",
  "orbital_gap_ev": 9.80,
  "smiles": "CC(C)C[C@H](NC(=O)[C@@H](N)Cc1ccccc1)C(=O)O",
  "total_charge": 0,
  "multiplicity": 1,
  "species": ["C", "C", "C", "C", "C", "C", "C", "C", "C", "C", "C", "C", "C", "C", "C", "H", "H", "H", "H", "H", "H", "H", "H", "H", "H", "H", "H", "H", "H", "H", "H", "H", "H", "H", "H", "H", "H", "N", "N", "O", "O", "O"],
  "positions_angstrom": [[2.22638, -1.44983, -0.35077], [1.26589, -2.11936, 0.64768], [1.76303, -1.78093, -1.77995], [0.38942, -1.24975, -2.12868], [0.24962, -0.02588, -2.77744], [-0.76899, -1.97029, -1.79629], [-1.01775, 0.46824, -3.10480], [-2.02422, -1.48547, -2.11802], [-2.15770, -0.26242, -2.77799], [0.15141, 0.08338, 1.28229], [1.11518, 0.70954, 2.29131], [-1.30149, 0.38725, 1.64472], [-1.78199, 1.83721, 1.47350], [-1.05203, 2.83919, 2.35806], [-1.72291, 2.28366, 0.01517], [3.96142, -1.61454, 0.72267], [3.52209, -2.99334, -0.09042], [2.26850, -0.35376, -0.21608], [2.52537, -1.40280, -2.51406], [1.77021, -2.85761, -1.86203], [1.14178, 0.56475, -3.04582], [-0.68180, -2.94054, -1.28327], [-1.09420, 1.42357, -3.62753], [-2.90003, -2.05406, -1.85683], [-3.14703, 0.09084, -3.04441], [-0.16692, -1.90684, 2.02178], [0.37233, 0.43669, 0.29029], [-1.44239, 0.06874, 2.68827], [-1.92586, -0.26928, 1.02124], [-2.85917, 1.84566, 1.75132], [-1.58528, 3.82586, 2.33448], [-1.04332, 2.53819, 3.39608], [-0.01174, 3.01248, 2.05001], [-2.23902, 1.59280, -0.64063], [-2.18172, 3.25938, -0.12140], [-0.69661, 2.37317, -0.34997], [2.67822, 1.76625, 2.37832], [3.58073, -1.96901, -0.18019], [0.35331, -1.35883, 1.32466], [1.31784, -3.33153, 0.80534], [1.04928, 0.58081, 3.48454], [2.10014, 1.40840, 1.68486]]
}

***

No. 3
{
  "formula": "C15H22N2O3S",
  "method": "ωB97M-V/def2-TZVPD",
  "orbital_gap_ev": 9.37,
  "smiles": "Cc1ccc(N(CC(=O)N2CCCC2)S(C)(=O)=O)c(C)c1",
  "total_charge": 0,
  "multiplicity": 1,
  "species": ["C", "C", "C", "C", "C", "C", "C", "H", "C", "H", "H", "H", "N", "S", "O", "O", "C", "H", "H", "H", "C", "C", "O", "N", "C", "C", "H", "C", "C", "H", "H", "H", "H", "H", "H", "H", "H", "H", "H", "H", "H", "H", "H"],
  "positions_angstrom": [[2.96946, 3.29607, 1.59277], [2.00338, 2.50560, 0.76360], [2.39142, 1.96132, -0.45439], [1.48868, 1.25528, -1.22547], [0.18249, 1.06743, -0.78838], [-0.23119, 1.61504, 0.42728], [0.69206, 2.32539, 1.18133], [0.37770, 2.75136, 2.12416], [-1.64276, 1.44929, 0.89265], [-2.27076, 2.16704, 0.36634], [-2.00648, 0.44879, 0.66609], [-1.72257, 1.63262, 1.96182], [-0.74126, 0.33182, -1.56302], [-1.84536, 1.16072, -2.50567], [-1.61305, 0.83346, -3.88492], [-1.79637, 2.53810, -2.11489], [-3.43700, 0.45106, -2.02851], [-4.07887, 0.49732, -2.89838], [-3.84080, 1.04139, -1.21827], [-3.27776, -0.57855, -1.72391], [-0.43840, -1.02142, -1.97243], [-1.02202, -1.93785, -0.89613], [-2.21398, -2.21262, -0.88926], [-0.20187, -2.34729, 0.07989], [1.21447, -2.05953, 0.23424], [1.60495, -2.77205, 1.53117], [2.40984, -2.25666, 2.05025], [0.29959, -2.78907, 2.32265], [-0.72777, -3.06331, 1.23295], [-1.73080, -2.70024, 1.46107], [-0.79267, -4.13355, 1.00703], [0.28871, -3.54445, 3.10467], [0.12032, -1.81122, 2.77053], [1.92304, -3.79339, 1.31945], [1.78684, -2.43350, -0.61901], [1.37407, -0.97986, 0.32005], [0.63243, -1.17296, -2.12058], [-0.96026, -1.19479, -2.91620], [1.79013, 0.85115, -2.18080], [3.40292, 2.10106, -0.80706], [2.72411, 3.22585, 2.64987], [2.92687, 4.34714, 1.30661], [3.98852, 2.94802, 1.44083]]
}

***

No. 4
{
  "formula": "C15H22N2O4",
  "method": "ωB97M-V/def2-TZVPD",
  "orbital_gap_ev": 9.36,
  "smiles": "COc1cccc(CNC(=O)N[C@@H](CC(C)C)C(=O)O)c1",
  "total_charge": 0,
  "multiplicity": 1,
  "species": ["C", "H", "H", "H", "O", "C", "C", "C", "C", "C", "C", "H", "H", "H", "C", "N", "C", "O", "N", "H", "C", "C", "H", "H", "C", "C", "H", "H", "H", "C", "H", "H", "H", "H", "H", "C", "O", "O", "H", "H", "H", "H", "H"],
  "positions_angstrom": [[4.94285, -0.24216, -2.30888], [5.02920, 0.82191, -2.52341], [5.05792, -0.80828, -3.23884], [5.73072, -0.53350, -1.60623], [3.66276, -0.41573, -1.75285], [3.26974, -1.67228, -1.40252], [1.97795, -1.77934, -0.88898], [1.46975, -3.00272, -0.49000], [2.26174, -4.13957, -0.60715], [3.53898, -4.03845, -1.12295], [4.05350, -2.81482, -1.51911], [5.05586, -2.76726, -1.91403], [4.15249, -4.92241, -1.21688], [1.87482, -5.09955, -0.29972], [0.07097, -3.09141, 0.06515], [-0.23506, -2.01450, 0.97939], [-1.07034, -1.00220, 0.62043], [-1.75831, -1.01966, -0.38074], [-1.06974, 0.07155, 1.48645], [-0.80843, -0.10893, 2.44252], [-2.11039, 1.06880, 1.26417], [-1.70647, 2.02100, 0.13040], [-2.18790, 1.69325, -0.78989], [-0.62848, 1.91949, -0.00933], [-2.02712, 3.50076, 0.38082], [-1.20079, 4.07672, 1.53023], [-1.36424, 5.14930, 1.60791], [-1.47717, 3.62886, 2.48210], [-0.14006, 3.90314, 1.36442], [-3.51635, 3.73849, 0.61481], [-4.09811, 3.32419, -0.20341], [-3.84710, 3.27120, 1.53940], [-3.72090, 4.80497, 0.68238], [-1.74086, 4.03567, -0.53208], [-2.23298, 1.62089, 2.19995], [-3.41818, 0.30807, 1.02481], [-3.77783, -0.58187, 1.75314], [-4.14558, 0.74306, 0.00372], [-4.91937, 0.17012, -0.11466], [0.40817, -1.86993, 1.74113], [-0.07250, -4.05097, 0.57295], [-0.66092, -3.01064, -0.74561], [1.37774, -0.88525, -0.81900]]
}

***

No. 5
{
  "formula": "C15H22N2O4",
  "method": "ωB97M-V/def2-TZVPD",
  "orbital_gap_ev": 10.08,
  "smiles": "O=C([C@H](CO)NC(=O)[C@H]1C[C@@]2(C1)C[C@]21CC1)N1CCCO1",
  "total_charge": 0,
  "multiplicity": 1,
  "species": ["O", "C", "N", "C", "C", "O", "C", "O", "N", "C", "C", "C", "O", "C", "C", "C", "C", "C", "C", "C", "C", "H", "H", "H", "H", "H", "H", "H", "H", "H", "H", "H", "H", "H", "H", "H", "H", "H", "H", "H", "H", "H", "H"],
  "positions_angstrom": [[-1.69116, -0.72449, 0.24369], [-0.47369, -0.68760, 0.32466], [0.24712, 0.38844, -0.07957], [-0.38587, 1.56377, -0.63546], [-0.74834, 2.53653, 0.48254], [-1.33325, 3.68316, -0.10669], [0.62537, 2.18059, -1.59675], [1.81602, 2.15621, -1.34139], [0.19705, 2.67186, -2.80231], [0.91568, 2.24508, -4.02246], [-0.20373, 1.80994, -4.96558], [-1.31891, 1.50266, -3.97871], [-1.18779, 2.57016, -3.03821], [0.32253, -1.83383, 0.89835], [-0.08425, -2.27467, 2.33332], [-0.11290, -3.71466, 1.83170], [-0.07234, -3.24327, 0.38399], [0.68661, -4.85487, 2.43306], [-0.79690, -4.86531, 2.42807], [-1.89792, -5.05345, 3.39091], [-1.89895, -5.76890, 2.04427], [1.25181, 0.40855, -0.00292], [-1.29317, 1.26981, -1.15611], [-1.43983, 2.02777, 1.16037], [0.16823, 2.78876, 1.02844], [-1.52515, 4.32619, 0.58257], [1.53380, 3.04450, -4.42359], [1.57175, 1.41483, -3.75601], [-0.51962, 2.64087, -5.59559], [0.09058, 0.97345, -5.59540], [-2.32947, 1.54654, -4.37524], [-1.15252, 0.54077, -3.47655], [1.39459, -1.65141, 0.81734], [0.61518, -2.04212, 3.13551], [-1.07901, -1.90541, 2.58790], [-1.06448, -3.22201, -0.06917], [0.63305, -3.73596, -0.28442], [1.20937, -5.51990, 1.75484], [1.19811, -4.66857, 3.37064], [-1.72781, -5.64196, 4.28307], [-2.60810, -4.24468, 3.51454], [-2.60463, -5.42361, 1.29894], [-1.72542, -6.83736, 2.04025]]
}

***

No. 6
{
  "formula": "C15H22N2O4S",
  "method": "ωB97M-V/def2-TZVPD",
  "orbital_gap_ev": 9.84,
  "smiles": "CCCNS(=O)(=O)c1ccc(C(=O)NC[C@H]2CCCO2)cc1",
  "total_charge": 0,
  "multiplicity": 1,
  "species": ["C", "C", "H", "C", "N", "S", "O", "O", "C", "C", "C", "C", "C", "C", "H", "H", "C", "O", "N", "H", "C", "H", "C", "H", "C", "H", "H", "C", "H", "C", "H", "O", "H", "H", "H", "H", "H", "H", "H", "H", "H", "H", "H", "H"],
  "positions_angstrom": [[5.68836, -0.00862, -3.60618], [4.39906, -0.64460, -3.10313], [4.64024, -1.53120, -2.51852], [3.61006, 0.32053, -2.21889], [4.35003, 0.61934, -1.00782], [4.40174, -0.51326, 0.21428], [4.97430, -1.72317, -0.28872], [5.02285, 0.15102, 1.32092], [2.67566, -0.81238, 0.60449], [2.02806, 0.05796, 1.45993], [0.68355, -0.12672, 1.73184], [-0.00542, -1.18194, 1.13786], [0.67054, -2.06359, 0.29769], [2.01393, -1.87693, 0.02381], [2.56537, -2.54979, -0.61375], [0.12350, -2.89234, -0.12556], [-1.45671, -1.45005, 1.39462], [-1.92219, -2.57178, 1.34619], [-2.19329, -0.35800, 1.70674], [-1.82409, 0.56568, 1.54052], [-3.62833, -0.41797, 1.83644], [-3.91346, -1.47165, 1.84441], [-4.29906, 0.31329, 0.66136], [-4.01476, -0.19279, -0.27021], [-5.82067, 0.41086, 0.82680], [-6.30812, 0.37537, -0.14746], [-6.21141, -0.39306, 1.44565], [-5.99687, 1.79200, 1.45569], [-5.84466, 1.74410, 2.53422], [-4.86334, 2.56973, 0.79230], [-5.18027, 2.95617, -0.18665], [-3.80152, 1.64887, 0.61060], [-4.49185, 3.40118, 1.39523], [-6.97104, 2.23060, 1.25547], [-3.92257, 0.05416, 2.77899], [0.18461, 0.53310, 2.42568], [2.59464, 0.85374, 1.91811], [4.17378, 1.52791, -0.61213], [2.62575, -0.11014, -1.97863], [3.44911, 1.25941, -2.75512], [3.76904, -0.93767, -3.94567], [6.24941, -0.71730, -4.20937], [6.30077, 0.28964, -2.76005], [5.47529, 0.87030, -4.21197]]
}

***

Calculated values (kcal/mol) of ΔE to the lowest compared entry with this formula, charge and spin for the records, taken in order: 301.7; 10.5; 29.0; 16.4; 126.0; 33.0.